1.
ORCA calculation (ωB97M-V/def2-TZVPD) on a structure of composition C29H35BeN7P2 at a distorted geometry.

Structure (ORCA input):
```
! RIJCOSX wB97M-V def2-TZVPD def2/J DEFGRID3
* xyz 0 1
Be 1.96 -1.90 0.75
C -2.16 2.69 5.14
C -3.30 2.45 4.48
C -3.52 2.23 3.02
C -2.82 1.01 2.41
C -1.43 1.21 1.99
C -0.58 2.23 2.17
C -0.75 3.39 3.09
C -0.82 3.07 4.61
C 3.32 -2.65 1.44
H -2.17 2.65 6.23
H -4.20 2.32 5.09
H -3.30 3.11 2.42
H -4.60 2.03 2.93
H -2.82 0.16 3.11
H -3.41 0.66 1.55
H -1.01 0.32 1.49
H 0.35 2.27 1.60
H -1.59 4.02 2.77
H 0.16 4.01 2.97
H -0.05 2.33 4.87
H -0.52 3.98 5.17
H 3.29 -2.48 2.53
H 4.30 -2.32 1.09
H 3.24 -3.73 1.27
P 2.10 -1.26 -1.14
P -1.39 -0.25 -0.87
N 3.41 -0.13 -1.33
N 2.60 -2.67 -2.07
N -1.50 1.37 -1.69
N -3.02 -0.85 -1.30
C 0.96 -0.51 -2.33
C -0.48 -1.06 -2.22
C 4.48 0.04 -0.44
C 5.36 0.95 -1.00
C 4.82 1.38 -2.25
C 3.62 0.70 -2.43
C 2.61 -3.99 -1.60
C 3.11 -4.80 -2.61
C 3.41 -3.96 -3.73
C 3.09 -2.66 -3.37
C -0.71 2.44 -1.21
C -0.74 3.48 -2.13
C -1.55 3.05 -3.23
C -1.97 1.75 -2.95
C -4.07 -0.37 -2.10
C -4.93 -1.42 -2.42
C -4.44 -2.59 -1.73
C -3.28 -2.22 -1.06
H 1.32 -0.71 -3.36
H 0.99 0.58 -2.14
H -1.06 -0.88 -3.14
H -0.49 -2.14 -2.01
H 4.50 -0.49 0.50
H 6.30 1.26 -0.57
H 5.22 2.08 -2.96
H 2.90 0.76 -3.23
H 2.29 -4.21 -0.58
H 3.26 -5.87 -2.55
H 3.83 -4.28 -4.68
H 3.17 -1.72 -3.91
H -0.22 2.38 -0.25
H -0.26 4.44 -2.01
H -1.82 3.63 -4.11
H -2.61 1.10 -3.53
H -4.15 0.68 -2.36
H -5.79 -1.37 -3.06
H -4.89 -3.57 -1.72
H -2.62 -2.79 -0.42
N 0.60 -1.67 1.57
C 0.21 -1.73 2.70
N -0.44 -1.72 3.79
C 0.13 -1.65 4.99
N 0.59 -1.59 6.07
*
```

Gap between HOMO and LUMO (eV): 8.11
Lowest unoccupied orbital energy (eV): -0.51
ΔE to the lowest compared entry with this formula, charge and spin (eV): 0.0000
E (Eh): -2206.7366


2.
ORCA calculation (ωB97M-V/def2-TZVPD) on a structure of composition C29H35F3N4O2P2Pt at a distorted geometry.

Structure (ORCA input):
```
! RIJCOSX wB97M-V def2-TZVPD def2/J DEFGRID3
* xyz 0 3
Pt 0.17 1.21 4.11
C 2.16 -0.62 4.13
C 1.94 0.38 3.14
C 1.54 0.01 1.72
C 0.06 0.15 1.34
C -0.87 0.13 2.53
C -0.80 -0.82 3.58
C 0.07 -2.05 3.58
C 1.52 -1.92 4.18
C -1.29 2.33 4.91
H 2.94 -0.42 4.87
H 2.69 1.18 3.19
H 1.86 -1.02 1.55
H 2.14 0.63 1.04
H -0.10 1.10 0.82
H -0.21 -0.64 0.63
H -1.84 0.64 2.40
H -1.64 -0.85 4.29
H 0.16 -2.45 2.56
H -0.44 -2.82 4.17
H 1.48 -2.25 5.23
H 2.18 -2.68 3.72
H -0.89 3.03 5.66
H -2.02 1.64 5.37
H -1.79 2.90 4.11
P -2.00 0.20 -1.84
P 1.34 0.71 -2.34
N -3.06 -1.18 -1.68
N -3.18 1.11 -2.91
N 2.06 -0.91 -2.41
N 2.55 1.48 -3.43
C -1.06 -0.48 -3.29
C 0.12 0.41 -3.71
C -3.72 -1.54 -0.50
C -4.56 -2.61 -0.77
C -4.43 -2.91 -2.16
C -3.50 -2.04 -2.70
C -3.69 2.38 -2.61
C -4.49 2.80 -3.66
C -4.51 1.74 -4.63
C -3.69 0.73 -4.15
C 2.42 -1.59 -1.24
C 2.61 -2.94 -1.53
C 2.50 -3.08 -2.95
C 2.11 -1.84 -3.46
C 3.36 0.92 -4.41
C 4.17 1.90 -4.96
C 3.81 3.14 -4.34
C 2.79 2.87 -3.44
H -1.67 -0.56 -4.20
H -0.74 -1.51 -3.02
H 0.61 -0.04 -4.59
H -0.24 1.40 -4.04
H -3.48 -1.01 0.42
H -5.20 -3.11 -0.06
H -4.96 -3.67 -2.73
H -3.06 -2.02 -3.69
H -3.41 2.86 -1.68
H -5.00 3.75 -3.75
H -5.05 1.70 -5.57
H -3.41 -0.18 -4.65
H 2.50 -1.06 -0.30
H 2.78 -3.73 -0.81
H 2.70 -3.97 -3.54
H 1.85 -1.58 -4.48
H 3.29 -0.13 -4.65
H 4.95 1.73 -5.70
H 4.26 4.11 -4.53
H 2.20 3.52 -2.81
F 3.08 1.97 8.27
C 2.31 0.96 7.80
F 3.10 -0.14 7.63
F 1.37 0.65 8.73
C 1.60 1.28 6.41
O 2.10 2.12 5.64
O 0.56 0.58 6.17
*
```

Gap between HOMO and LUMO (spin up / spin down) (eV): 6.66 / 6.83
Lowest unoccupied orbital energy (spin up / spin down) (eV): -0.18 / -1.61
ΔE to the lowest compared entry with this formula, charge and spin (eV): 0.0000
E (Eh): -2597.0158


3.
ORCA calculation (ωB97M-V/def2-TZVPD) on a cluster of 2 separate species, C29H35N2 in total at a distorted geometry.

Structure (ORCA input):
```
! RIJCOSX wB97M-V def2-TZVPD def2/J DEFGRID3
* xyz 1 1
C -0.46 -0.43 1.53
N -0.90 -3.33 0.92
N -1.67 -4.07 0.60
C 0.76 -0.75 2.20
C 0.96 -0.10 3.47
C 2.08 -0.36 4.25
C 3.01 -1.33 3.81
C 2.75 -2.08 2.65
C 1.69 -1.76 1.81
H -1.32 -0.62 2.18
H 0.22 0.65 3.79
H 2.23 0.18 5.20
H 3.85 -1.59 4.45
H 3.39 -2.92 2.39
H 1.53 -2.26 0.85
C 4.89 -0.88 -2.42
C 3.72 0.01 -2.08
C 3.43 0.27 -0.74
C 2.39 1.13 -0.39
C 2.30 1.66 1.01
C 1.44 1.50 -1.37
C 0.13 2.18 -1.00
C 0.36 3.68 -0.75
C -0.73 1.64 0.12
C -0.79 0.06 0.21
C -2.27 -0.40 -0.03
C -2.59 -1.27 -1.08
C -1.76 -1.31 -2.34
C -3.74 -2.06 -0.93
C -4.55 -1.94 0.20
C -5.57 -2.97 0.51
C -4.40 -0.81 1.01
C -3.26 -0.01 0.90
C -3.17 1.19 1.81
C 1.84 1.41 -2.72
C 1.13 2.17 -3.80
C 2.95 0.64 -3.06
H 5.04 -0.94 -3.51
H 5.81 -0.51 -1.95
H 4.72 -1.90 -2.04
H 4.05 -0.21 0.04
H 2.45 2.75 1.08
H 1.31 1.45 1.41
H 3.02 1.17 1.68
H -0.52 2.07 -1.89
H 0.99 4.12 -1.54
H -0.61 4.20 -0.73
H 0.86 3.85 0.22
H -0.44 2.05 1.10
H -1.75 2.07 -0.02
H -0.14 -0.40 -0.55
H -2.08 -2.14 -2.97
H -1.88 -0.38 -2.92
H -0.68 -1.44 -2.16
H -3.98 -2.77 -1.72
H -6.15 -2.66 1.38
H -6.24 -3.15 -0.33
H -5.08 -3.92 0.75
H -5.14 -0.59 1.78
H -4.03 1.18 2.50
H -2.26 1.22 2.43
H -3.23 2.14 1.25
H 1.67 2.03 -4.75
H 0.10 1.83 -3.96
H 1.10 3.25 -3.60
H 3.22 0.54 -4.12
*
```

Gap between HOMO and LUMO (eV): 5.38
Lowest unoccupied orbital energy (eV): -5.63
ΔE to the lowest compared entry with this formula, charge and spin (eV): 0.4695
E (Eh): -1235.2853


4.
ORCA calculation (ωB97M-V/def2-TZVPD) on a structure of composition C29H36Cl2N4O2OsP2 at a distorted geometry.

Structure (ORCA input):
```
! RIJCOSX wB97M-V def2-TZVPD def2/J DEFGRID3
* xyz 2 5
Os 0.12 -0.01 4.81
C -1.07 1.75 4.39
C -1.48 0.65 3.58
C -1.12 0.56 2.11
C 0.29 0.02 1.79
C 1.14 -0.18 3.03
C 1.61 0.97 3.77
C 1.22 2.40 3.42
C -0.18 2.86 3.91
C 1.52 -1.22 5.71
H -1.80 2.05 5.15
H -2.44 0.18 3.83
H -1.25 1.56 1.68
H -1.87 -0.10 1.63
H 0.21 -0.95 1.26
H 0.80 0.69 1.07
H 1.79 -1.06 3.02
H 2.62 0.88 4.19
H 1.32 2.55 2.33
H 1.98 3.05 3.88
H -0.04 3.57 4.75
H -0.67 3.45 3.13
H 1.11 -1.62 6.65
H 2.50 -0.74 5.91
H 1.68 -2.06 5.01
P 1.50 -1.06 -2.58
P -1.83 -0.75 -2.27
N 2.94 -0.08 -2.75
N 2.16 -2.38 -3.64
N -2.00 1.00 -2.16
N -3.48 -1.02 -2.84
C 0.48 -0.22 -3.88
C -0.97 -0.74 -3.92
C 3.57 0.48 -1.62
C 4.63 1.27 -2.05
C 4.67 1.21 -3.48
C 3.61 0.40 -3.88
C 2.26 -3.71 -3.23
C 2.80 -4.46 -4.26
C 3.03 -3.57 -5.36
C 2.59 -2.32 -4.97
C -1.68 1.67 -0.97
C -1.81 3.04 -1.16
C -2.17 3.23 -2.54
C -2.24 1.98 -3.13
C -4.30 -0.32 -3.74
C -5.38 -1.12 -4.07
C -5.24 -2.36 -3.36
C -4.08 -2.28 -2.62
H 0.93 -0.34 -4.88
H 0.51 0.86 -3.64
H -1.56 -0.17 -4.66
H -0.98 -1.81 -4.23
H 3.19 0.25 -0.63
H 5.31 1.85 -1.42
H 5.37 1.69 -4.14
H 3.29 0.15 -4.88
H 1.91 -4.00 -2.24
H 3.01 -5.52 -4.26
H 3.46 -3.81 -6.32
H 2.51 -1.41 -5.55
H -1.37 1.09 -0.12
H -1.66 3.81 -0.42
H -2.36 4.17 -3.03
H -2.41 1.70 -4.15
H -4.06 0.68 -4.06
H -6.18 -0.84 -4.74
H -5.92 -3.19 -3.41
H -3.60 -2.99 -1.96
Cl 0.30 -0.82 8.94
C -0.56 0.39 7.98
Cl 0.58 1.33 6.84
C -1.68 -0.28 7.16
O -2.78 -0.33 7.70
O -1.39 -0.75 5.98
H -0.98 1.15 8.64
*
```

Gap between HOMO and LUMO (spin up / spin down) (eV): 7.18 / 3.04
Lowest unoccupied orbital energy (spin up / spin down) (eV): -5.08 / -9.22
ΔE to the lowest compared entry with this formula, charge and spin (eV): 0.2758
E (Eh): -3189.1385